Record 1
DFT (ωB97M-V/def2-TZVPD) results for a molecular structure, C18H24AsBr2GdN3O9 in a non-equilibrium geometry.

```
58
Properties=species:S:1:pos:R:3:forces:R:3
Gd 8.656 10.136 9.186 1.6 0.0 -0.6
O 4.985 10.898 11.727 0.1 0.1 -1.4
C 6.081 11.358 11.094 0.3 -3.4 -1.0
O 6.628 10.669 10.184 -2.2 2.1 2.5
C 6.580 12.609 11.707 -0.2 1.7 1.5
O 7.340 12.373 12.915 0.4 -0.5 -1.1
C 8.736 12.622 12.650 0.7 2.0 -0.4
C 9.182 11.880 11.340 -0.1 -2.2 1.4
O 9.552 10.668 11.538 -0.2 1.2 -1.0
O 8.950 12.355 10.188 0.6 0.3 1.1
H 4.541 10.168 11.218 0.9 0.6 0.6
H 5.723 13.228 12.012 0.1 -0.4 -0.1
H 7.185 13.180 11.022 -0.1 0.0 -0.5
H 9.340 12.467 13.621 -1.0 -0.2 -1.9
H 8.823 13.704 12.323 0.0 -0.8 0.8
C 6.379 13.533 6.413 0.9 -0.6 -2.2
O 7.802 13.629 6.676 -0.6 0.4 0.3
C 8.393 12.550 7.147 -0.7 0.2 0.0
O 7.781 11.543 7.532 0.7 1.0 -0.6
N 9.728 12.727 7.083 0.3 -0.4 0.6
N 10.491 11.747 7.789 0.3 1.7 1.1
H 5.823 14.272 6.944 -0.1 0.4 0.6
H 6.099 12.503 6.659 -0.4 0.5 -0.3
H 6.346 13.761 5.301 -0.5 -0.5 1.4
H 10.045 13.705 7.077 -0.1 -0.9 -0.1
H 11.272 12.264 8.231 -0.7 -0.7 -0.2
H 10.859 11.093 7.145 0.5 -0.7 -1.0
Br 11.482 7.191 5.596 1.4 0.4 -0.1
C 9.654 7.265 5.767 0.3 1.1 1.2
C 8.951 6.323 5.050 -1.3 -0.7 -0.8
C 7.624 6.184 5.370 0.2 -1.1 -1.6
Br 6.656 4.748 4.609 0.0 -0.2 -0.4
C 6.948 7.039 6.215 -1.3 -0.1 1.8
C 5.587 6.906 6.583 -1.0 -0.2 -0.6
C 5.006 7.725 7.530 0.3 -0.7 -1.0
C 5.822 8.679 8.148 -1.8 -0.4 -0.7
N 7.062 8.813 7.824 1.0 0.7 0.6
C 7.640 8.013 6.921 2.0 -0.1 -0.8
C 9.089 8.167 6.695 -1.7 0.2 0.0
O 9.649 9.144 7.320 0.9 -0.1 -0.3
H 9.376 5.752 4.184 -0.2 0.4 1.4
H 4.996 6.177 6.000 0.2 0.5 0.7
H 3.940 7.678 7.714 0.1 0.0 0.2
H 5.335 9.390 8.789 0.4 0.2 0.5
C 8.058 5.966 11.512 0.5 -1.4 -0.5
As 9.676 6.848 10.825 -1.2 1.8 1.2
C 11.071 5.694 10.142 0.8 0.5 -0.6
C 10.420 7.711 12.391 -0.1 0.1 0.8
O 9.053 8.111 9.865 0.9 -2.1 0.6
H 7.750 5.202 10.771 -0.1 0.6 0.3
H 7.252 6.663 11.716 0.2 0.4 -0.4
H 8.222 5.406 12.439 0.4 0.2 -0.1
H 12.039 6.306 10.096 -1.5 -0.8 -0.1
H 10.815 5.271 9.137 0.3 0.3 1.0
H 11.226 4.920 10.910 -0.2 0.1 -0.4
H 9.820 8.616 12.659 0.4 -0.8 -0.5
H 11.464 8.007 12.266 -0.2 0.1 -0.3
H 10.411 7.018 13.252 -0.1 0.1 -0.4
```
Positions in Å, forces in eV/Å.

Output
- spin multiplicity = 8
- HOMO-LUMO gap (spin up / spin down) (Ha) = 0.272 / 0.157
- HOMO level (spin up / spin down) (hartree) = -0.3613 / -0.3534
- total charge = +1
- expectation value of S² = 16.035
- largest force on an atom (eV/A) = 3.97
- electronic energy (a.u.) = -9691.09667

***

Record 2
DFT (ωB97M-V/def2-TZVPD) results for a molecular structure, C18H24BFeIN9OSbSe4 in a non-equilibrium geometry.

```
60
Properties=species:S:1:pos:R:3:forces:R:3
Fe -12.035 0.919 14.148 -0.9 -0.5 0.2
C -14.005 4.292 16.550 0.4 0.6 0.8
C -12.491 4.211 16.453 -0.9 0.3 -0.1
C -11.453 4.518 17.357 -0.8 0.3 0.4
C -10.296 4.408 16.664 -1.4 -0.7 -1.4
N -10.641 4.048 15.398 -0.3 -0.9 -1.0
N -11.993 3.886 15.279 0.8 0.2 0.0
B -9.738 3.334 14.368 0.1 -0.7 0.8
N -9.389 1.878 15.026 0.3 0.6 0.4
C -8.327 1.563 15.796 0.0 0.2 -0.3
C -8.669 0.535 16.644 0.5 -1.0 0.4
C -9.991 0.236 16.336 -1.2 -0.4 -0.2
C -10.956 -0.793 16.915 -0.3 0.2 -0.2
N -10.420 1.065 15.374 0.2 0.0 0.3
N -10.320 3.060 12.981 -0.3 -0.8 -1.0
C -9.532 2.948 11.863 -0.7 0.8 1.0
C -10.189 2.219 10.936 -1.0 -0.9 -1.7
C -11.448 1.880 11.502 1.5 -0.4 0.4
C -12.518 1.053 10.867 -0.2 0.5 -1.3
N -11.468 2.333 12.751 -0.2 0.1 0.3
N -8.480 4.170 14.213 -0.1 -0.8 0.7
C -8.432 5.480 14.434 0.4 1.8 0.1
C -7.123 5.929 14.257 -1.3 -2.9 -0.2
C -6.457 4.715 13.944 2.0 0.3 -0.2
C -5.001 4.453 13.570 -1.3 0.6 -1.5
N -7.242 3.671 13.963 -0.9 -0.1 -0.5
H -14.405 5.088 15.918 0.3 0.2 0.1
H -14.412 3.408 16.128 -0.4 -1.0 -0.2
H -14.412 4.425 17.572 0.5 -0.1 -0.5
H -11.552 4.797 18.371 -0.1 0.2 0.8
H -9.298 4.482 16.938 1.5 0.2 0.5
H -7.409 2.090 15.631 0.2 0.1 0.1
H -8.053 -0.085 17.305 -0.2 0.7 -0.3
H -11.344 -0.399 17.880 0.0 -0.2 -0.7
H -11.806 -0.961 16.188 0.9 0.3 1.0
H -10.507 -1.779 17.131 0.1 0.5 -0.3
H -8.628 3.506 11.805 0.6 0.0 0.0
H -9.890 1.883 9.932 0.1 0.5 0.7
H -12.868 1.670 9.990 0.1 -0.9 0.7
H -12.186 0.061 10.513 0.3 0.6 0.0
H -13.361 0.803 11.490 -0.3 0.4 0.5
H -9.320 6.025 14.749 0.3 -0.2 -0.3
H -6.703 6.861 14.407 0.6 1.7 0.1
H -4.419 5.359 13.694 0.2 0.1 -0.1
H -4.594 3.674 14.164 0.4 -0.7 0.6
H -4.975 4.110 12.486 0.1 0.5 1.3
Se -13.497 -3.948 15.867 -0.1 0.5 -0.4
Sb -13.756 -2.105 14.104 -0.3 -0.6 0.5
Se -11.597 -1.452 13.292 1.1 0.1 -0.6
Se -14.368 0.106 14.916 -0.1 0.9 0.3
Se -15.211 -3.293 12.657 -0.3 -0.3 -0.1
N -8.381 -0.860 12.770 -1.5 -0.7 0.7
C -7.228 -0.839 12.147 1.7 1.9 -0.7
O -6.897 -1.649 11.313 0.4 -0.6 -0.2
C -6.312 0.360 12.557 0.3 -2.0 -0.1
I -5.308 1.167 10.880 0.0 0.0 0.0
H -8.925 -1.694 12.557 -0.3 0.5 0.4
H -8.705 -0.146 13.410 0.0 -0.3 -0.1
H -5.561 -0.122 13.222 -0.4 0.8 -0.4
H -6.853 1.152 13.027 -0.2 0.5 0.4
```
Positions in Å, forces in eV/Å.

Output
- spin multiplicity = 6
- HOMO-LUMO gap (spin up / spin down) (Ha) = 0.272 / 0.211
- HOMO level (spin up / spin down) (hartree) = -0.1975 / -0.1932
- total charge = -1
- expectation value of S² = 8.772
- largest force on an atom (eV/A) = 3.21
- electronic energy (a.u.) = -12700.88782

***

Record 3
DFT (ωB97M-V/def2-TZVPD) results for a molecular structure, C18H24CaN2O4 in a non-equilibrium geometry.

```
49
Properties=species:S:1:pos:R:3:forces:R:3
C -0.788 -2.501 -3.624 2.1 -1.0 4.6
C -1.527 -1.524 -4.408 -1.5 2.8 1.2
H -1.360 -3.455 -3.433 0.5 1.0 -0.6
H 0.254 -2.755 -3.995 -1.4 0.3 0.0
C -1.845 -0.175 -4.059 0.3 -4.6 -2.7
C -1.494 0.506 -2.925 1.5 1.5 4.7
H -2.045 0.377 -1.892 1.4 0.0 -2.0
H -0.793 1.426 -2.944 -1.8 -1.1 -0.3
C -2.031 -2.034 -5.712 0.2 -0.7 -0.7
H -1.678 -3.076 -5.841 -0.2 0.6 -0.1
H -1.651 -1.436 -6.564 -0.4 -0.3 0.3
H -3.142 -2.055 -5.730 0.6 0.2 -0.1
C -2.603 0.613 -5.095 0.1 1.7 -0.3
H -3.603 0.161 -5.313 0.9 0.3 0.2
H -2.015 0.765 -6.037 -0.6 -0.2 0.7
H -2.772 1.616 -4.637 -0.2 -0.5 -0.8
Ca -0.597 0.094 2.558 -0.1 0.1 -0.1
O -0.271 -0.427 0.536 1.4 0.0 -2.4
C 0.458 -0.114 -0.518 -2.2 -0.1 1.3
O 0.886 1.591 1.870 2.5 1.1 -4.2
C 1.465 1.793 0.693 -3.4 -1.8 4.7
O 2.364 2.699 0.543 0.4 0.2 -1.2
N 1.150 1.106 -0.443 0.9 0.3 -0.2
C 2.778 2.670 -0.880 1.1 0.8 0.1
C 1.866 1.700 -1.580 -0.6 -0.3 -0.3
H 3.818 2.317 -0.926 -0.3 0.4 0.3
H 2.689 3.691 -1.274 0.2 -0.4 0.3
H 2.423 0.955 -2.163 -0.2 0.2 0.3
H 1.162 2.217 -2.254 0.2 -0.3 0.3
C 0.416 -0.844 -1.691 -0.2 1.3 -2.3
C -0.369 -2.104 -1.711 -1.1 -1.5 -3.7
H 0.970 -0.510 -2.667 -0.7 -0.8 2.3
H -1.424 -2.056 -1.300 1.6 -0.2 0.0
H 0.247 -3.016 -1.432 -1.1 1.0 -0.2
O 1.118 -1.239 3.318 0.6 -0.2 0.2
C 1.925 -0.552 4.332 0.1 -0.3 -0.3
C 0.979 0.057 5.332 -0.7 -0.1 0.5
C 1.254 0.082 6.699 0.0 0.1 -0.5
C 0.291 0.599 7.567 0.1 0.0 -0.2
C -0.912 1.078 7.043 -0.2 0.1 -0.3
C -1.119 1.029 5.666 0.8 -0.4 0.3
N -0.188 0.507 4.837 -0.2 0.3 0.5
H 1.643 -1.920 2.856 -0.2 0.5 0.4
H 2.571 -1.287 4.825 -0.1 0.3 -0.1
H 2.533 0.228 3.842 -0.2 -0.3 0.2
H 2.221 -0.311 7.020 -0.4 0.2 0.2
H 0.481 0.627 8.639 -0.1 0.0 -0.3
H -1.695 1.490 7.678 0.3 -0.1 -0.1
H -2.038 1.399 5.198 0.3 -0.1 0.3
```
Positions in Å, forces in eV/Å.

Output
- HOMO-LUMO gap (spin up / spin down) (Ha) = 0.232 / 0.232
- HOMO level (spin up / spin down) (hartree) = -0.4990 / -0.4990
- total charge = +2
- largest force on an atom (eV/A) = 6.01
- electronic energy (a.u.) = -1787.80201

***

Record 4
DFT (ωB97M-V/def2-TZVPD) results for a molecular structure, C18H24Cl2N2OY in a non-equilibrium geometry.

```
48
Properties=species:S:1:pos:R:3:forces:R:3
Y 0.000 0.000 0.000 0.2 0.6 7.5
Cl -1.431 1.724 0.508 -2.5 4.3 1.2
Cl 0.352 -2.174 0.638 0.7 -4.9 1.5
C -2.851 -0.871 1.503 -0.1 -0.4 -0.3
H -2.147 -1.423 2.119 0.0 0.1 -0.2
H -3.596 -0.273 2.025 0.1 0.0 -0.1
C 0.179 0.020 -1.809 2.1 0.6 -9.0
C -2.805 -0.918 0.170 -0.3 -0.3 0.5
H 1.054 0.406 -2.353 0.1 0.1 -0.4
C -3.735 -0.185 -0.748 -0.2 0.2 -0.4
H -2.041 -1.522 -0.320 -0.1 -0.2 0.2
C -3.450 -0.459 -2.235 -0.2 0.2 0.0
H -4.776 -0.449 -0.517 0.1 0.0 0.0
H -3.615 0.894 -0.573 -0.1 -0.2 0.0
C -2.195 0.251 -2.762 -0.2 -0.1 -0.3
H -3.349 -1.542 -2.390 -0.1 0.0 -0.1
H -4.316 -0.135 -2.825 0.0 0.0 0.1
C -0.893 -0.577 -2.673 0.4 0.3 -0.5
H -2.346 0.512 -3.816 -0.2 0.0 0.0
H -2.054 1.198 -2.222 0.0 -0.2 -0.1
H -1.127 -1.601 -2.350 -0.2 -0.2 -0.1
H -0.469 -0.666 -3.688 -0.3 -0.3 0.1
C 6.297 1.630 1.848 0.2 -0.3 -0.2
N 4.944 1.413 1.318 3.1 1.2 -0.8
N 3.855 1.017 1.984 -1.2 -0.9 2.4
C 2.858 0.851 1.064 -1.4 -0.5 0.5
O 1.731 0.486 1.351 -0.9 -0.1 1.5
C 3.316 1.155 -0.194 2.7 1.0 -1.0
C 4.636 1.513 0.001 -1.0 -0.3 -1.1
C 5.591 1.917 -1.081 0.5 0.1 0.2
C 3.720 0.768 3.412 0.2 0.0 0.2
C 4.372 1.569 4.371 -0.4 -0.2 -0.1
C 4.221 1.312 5.739 -0.3 -0.4 -0.4
C 3.415 0.259 6.172 0.1 0.1 -0.2
C 2.751 -0.537 5.240 0.4 0.6 -0.3
C 2.896 -0.283 3.874 0.3 0.0 -0.2
H 6.403 1.341 2.905 -0.4 0.2 -0.5
H 6.594 2.691 1.708 -0.1 -0.6 0.2
H 7.012 0.980 1.301 -0.4 0.4 0.2
H 2.780 1.127 -1.127 -0.2 -0.1 0.1
H 5.970 2.940 -0.879 0.0 -0.5 -0.2
H 6.444 1.207 -1.112 -0.3 0.5 -0.1
H 5.086 1.909 -2.070 0.2 0.0 0.8
H 4.978 2.413 4.079 0.0 0.1 -0.1
H 4.724 1.937 6.465 0.0 0.0 -0.1
H 3.299 0.062 7.230 0.0 0.0 0.0
H 2.124 -1.353 5.575 0.0 0.0 -0.1
H 2.376 -0.932 3.183 0.0 0.2 -0.2
```
Positions in Å, forces in eV/Å.

Output
- HOMO-LUMO gap (Ha) = 0.126
- HOMO level (hartree) = -0.0519
- total charge = -1
- largest force on an atom (eV/A) = 9.24
- electronic energy (a.u.) = -1843.67082

***

Record 5
DFT (ωB97M-V/def2-TZVPD) results for 6 unconnected molecules or ions with the total composition C18H24Cl4N4 in a non-equilibrium geometry.

```
50
Properties=species:S:1:pos:R:3:forces:R:3
C 3.064 3.602 0.145 0.1 -0.3 0.7
C 3.232 2.231 0.046 0.4 0.6 0.2
C 2.540 1.390 0.890 -0.7 1.1 1.0
N 1.692 1.815 1.842 0.1 0.9 -0.8
C 1.540 3.167 1.928 0.0 -2.4 0.9
C 2.243 4.045 1.167 -0.6 1.8 -0.6
H 3.606 4.316 -0.453 0.1 -0.1 -0.2
H 4.010 1.817 -0.550 0.2 -0.3 -0.8
H 2.696 0.350 0.824 0.1 -1.1 0.0
H 0.866 3.473 2.720 0.0 0.2 -0.1
H 2.030 5.109 1.340 0.4 -0.4 -0.2
C -2.008 -1.725 -3.030 0.9 -1.0 -0.6
C -2.142 -2.907 -2.294 -0.1 0.6 -1.5
C -2.826 -2.881 -1.093 0.9 -1.3 -0.2
N -3.307 -1.798 -0.507 -0.5 1.0 -0.5
C -3.228 -0.660 -1.237 -0.5 -0.6 -0.2
C -2.592 -0.613 -2.486 -0.5 0.0 1.1
H -1.407 -1.712 -3.997 -1.1 0.1 1.4
H -1.807 -3.823 -2.778 0.0 -0.1 0.6
H -2.896 -3.876 -0.639 -0.4 0.6 0.6
H -3.791 0.234 -0.877 0.8 -0.9 -0.1
H -2.574 0.302 -2.987 0.1 1.4 -0.7
Cl 2.665 0.056 4.947 0.3 -1.3 0.3
C 2.462 -1.778 4.832 1.1 0.8 0.8
C 1.047 -2.094 5.025 -0.7 0.3 1.4
Cl 0.102 -1.473 3.729 -1.2 0.4 -1.1
H 3.026 -2.386 5.537 0.3 0.8 0.7
H 2.915 -2.046 3.915 -0.2 -0.1 -1.3
H 0.696 -1.658 5.981 0.2 0.0 -0.6
H 0.859 -3.139 5.143 0.1 -0.9 -0.3
Cl 0.681 -1.288 -1.200 0.0 -0.1 0.2
C 0.752 -2.869 -0.357 0.0 -0.5 -0.8
C 2.226 -3.290 -0.297 -0.7 0.1 0.0
Cl 2.356 -4.772 0.682 0.1 -0.2 0.1
H 0.171 -3.610 -0.923 0.2 0.4 -0.1
H 0.212 -2.776 0.583 0.6 0.2 0.3
H 2.793 -2.508 0.188 0.3 0.1 0.1
H 2.658 -3.511 -1.285 -0.4 0.2 0.4
C -1.639 1.337 0.973 -0.2 1.7 -1.7
C -2.100 2.097 -0.266 1.2 -1.1 0.8
N -2.249 2.606 -1.285 -0.4 0.1 0.2
H -0.580 1.624 1.108 -0.6 -0.4 0.3
H -1.770 0.284 0.812 0.1 -0.5 -0.2
H -2.292 1.659 1.761 0.0 0.1 0.7
C -2.809 2.940 -4.610 -0.8 0.3 1.2
C -1.390 2.902 -4.537 -2.2 0.3 -0.2
N -0.271 2.887 -4.606 3.7 -0.1 0.0
H -3.114 2.301 -5.411 -0.6 -0.6 -0.2
H -3.152 3.942 -4.805 0.0 0.5 -0.3
H -3.196 2.708 -3.607 -0.2 -0.4 -0.5
```
Positions in Å, forces in eV/Å.

Output
- HOMO-LUMO gap (Ha) = 0.377
- HOMO level (hartree) = -0.3554
- largest force on an atom (eV/A) = 3.72
- electronic energy (a.u.) = -2760.01614

***

Record 6
DFT (ωB97M-V/def2-TZVPD) results for a molecular structure, C18H24N2O4PtS in a non-equilibrium geometry.

```
50
Properties=species:S:1:pos:R:3:forces:R:3
Pt 1.640 0.942 0.602 0.4 -0.2 0.9
C 1.211 -0.386 5.310 0.5 -0.5 0.4
O 2.123 0.632 4.790 0.1 0.2 -0.9
C 2.165 0.770 3.480 1.1 0.1 1.3
O 1.270 0.429 2.723 -0.9 -0.4 -0.8
N 3.348 1.285 3.020 -0.9 -0.2 2.2
N 3.496 1.463 1.661 1.0 0.3 -1.1
H 1.038 -0.121 6.351 0.0 0.1 -0.2
H 1.769 -1.339 5.269 -0.4 0.4 0.0
H 0.286 -0.429 4.749 0.0 0.1 -0.1
H 3.971 1.741 3.694 -0.2 -0.3 -0.5
H 4.348 0.933 1.401 -0.7 0.2 -0.3
H 3.716 2.442 1.518 0.0 0.3 -0.4
C 1.917 -3.339 -0.207 -0.6 1.1 0.5
C 2.069 -2.514 -1.515 -1.8 0.0 -0.2
C 2.896 -1.334 -1.087 0.5 0.5 0.5
O 2.521 -1.059 0.311 -0.5 -0.8 0.3
C 1.676 -2.205 0.818 0.7 0.0 -0.8
H 2.807 -3.908 0.065 -0.1 -0.1 -0.2
H 0.998 -3.947 -0.167 0.7 -0.1 -0.4
H 1.030 -2.243 -1.921 1.4 -0.1 0.8
H 2.547 -3.016 -2.333 0.4 -0.5 -0.3
H 2.789 -0.380 -1.599 -0.4 -0.1 -0.4
H 3.978 -1.528 -1.101 -0.3 -0.3 0.2
H 0.630 -1.903 0.783 0.1 0.2 0.1
H 2.008 -2.401 1.836 0.0 0.0 -0.1
O -0.214 0.438 -0.021 0.0 0.8 -0.8
S -0.722 1.090 -1.398 0.8 -0.1 1.2
C -1.972 2.223 -0.944 -0.3 0.1 0.1
C -1.843 3.512 -1.436 0.1 0.5 0.0
C -2.762 4.471 -1.061 0.3 0.3 0.3
C -3.810 4.118 -0.222 0.6 0.5 -1.2
C -3.998 2.843 0.191 1.4 -1.8 0.1
C -3.032 1.879 -0.119 -0.2 1.0 -0.5
C -1.486 -0.304 -2.083 -0.3 -0.2 -0.9
C -1.762 -1.449 -1.356 -0.4 -0.4 -0.4
C -2.347 -2.538 -2.029 0.8 1.4 1.3
C -2.633 -2.422 -3.360 -0.9 -0.2 0.1
C -2.361 -1.290 -4.074 0.4 1.2 -1.0
C -1.743 -0.208 -3.446 -0.1 -0.5 -0.9
H -1.028 3.820 -2.062 0.4 -0.2 -0.3
H -2.602 5.509 -1.355 -0.2 -0.3 -0.1
H -4.521 4.823 0.056 -1.0 1.3 0.4
H -4.824 2.589 0.797 -0.7 -0.3 0.5
H -3.068 0.899 0.249 -0.4 -1.2 0.5
H -1.559 -1.446 -0.301 0.0 -0.2 0.2
H -2.613 -3.403 -1.467 -0.2 -0.5 0.2
H -3.265 -3.154 -3.785 -0.1 -1.0 -0.7
H -2.618 -1.226 -5.147 0.2 0.0 0.8
H -1.465 0.643 -4.076 -0.1 -0.1 0.6
```
Positions in Å, forces in eV/Å.

Output
- spin multiplicity = 3
- HOMO-LUMO gap (spin up / spin down) (Ha) = 0.325 / 0.248
- HOMO level (spin up / spin down) (hartree) = -0.5448 / -0.5447
- total charge = +2
- expectation value of S² = 2.005
- largest force on an atom (eV/A) = 2.42
- electronic energy (a.u.) = -1627.59576